{
  "formula": "C38H31CoF5N5OS",
  "method": "ωB97M-V/def2-TZVPD",
  "elements": ["Co", "N", "C", "N", "C", "N", "N", "C", "C", "C", "C", "C", "C", "N", "C", "C", "C", "C", "C", "C", "H", "H", "H", "H", "H", "H", "H", "H", "H", "H", "H", "C", "C", "C", "C", "C", "C", "C", "C", "C", "C", "C", "C", "C", "C", "H", "H", "H", "H", "H", "H", "H", "H", "H", "H", "H", "C", "C", "C", "C", "O", "H", "H", "H", "H", "H", "H", "H", "H", "H", "F", "C", "C", "F", "C", "F", "C", "S", "C", "F", "C", "F"],
  "coordinates": [[0.327374, 0.561498, 0.384475], [3.877331, -1.853443, 0.344853], [2.896550, -1.034242, -0.062581], [1.990897, -0.550702, 0.720348], [1.998916, -0.906927, 2.085269], [1.166810, -0.366454, 2.913539], [0.274236, 0.438950, 2.284727], [-0.646775, 1.084403, 2.879884], [-1.619036, 1.810001, 1.962136], [-2.023810, 3.104252, 2.601050], [-1.900329, 4.283450, 1.963784], [-1.381519, 4.334187, 0.636893], [-0.908032, 3.179575, 0.085681], [-0.921144, 1.977924, 0.682619], [2.927101, -1.927021, 2.540958], [2.853956, -2.496743, 3.810667], [3.730213, -3.504890, 4.167427], [4.682583, -3.955291, 3.260162], [4.757482, -3.412103, 1.988454], [3.875756, -2.405169, 1.630798], [4.496365, -2.253155, -0.342137], [2.880002, -0.772225, -1.113922], [-0.750767, 1.087635, 3.961358], [-2.404185, 3.021866, 3.612325], [-2.199652, 5.201666, 2.455468], [-1.321654, 5.264079, 0.091545], [-0.479225, 3.208782, -0.910434], [2.086113, -2.142970, 4.484855], [3.663028, -3.952544, 5.149455], [5.364568, -4.747118, 3.539109], [5.485012, -3.782371, 1.275852], [-1.845320, 1.015820, -6.357079], [-2.077804, -0.256226, -5.854282], [-1.819799, -0.533530, -4.520399], [-1.291247, 0.445788, -3.677813], [-1.100162, 1.731419, -4.184110], [-1.373799, 2.012133, -5.512714], [-0.992083, 0.087670, -2.275132], [0.038891, 0.478212, -1.529262], [1.226562, 1.226169, -1.910880], [1.830858, 1.211562, -3.176100], [2.896951, 2.054483, -3.443401], [3.396850, 2.903707, -2.460474], [2.873557, 2.856443, -1.175608], [1.818179, 2.004514, -0.907712], [-2.046473, 1.232742, -7.398365], [-2.462611, -1.033256, -6.502934], [-2.013725, -1.521407, -4.119172], [-0.748087, 2.513989, -3.523820], [-1.226488, 3.015403, -5.893338], [-1.716171, -0.587263, -1.827684], [1.452861, 0.552062, -3.945218], [3.338231, 2.064540, -4.432616], [4.203836, 3.587706, -2.686908], [3.281258, 3.483888, -0.393227], [1.419958, 1.932328, 0.122857], [-3.907230, 1.925296, -0.001439], [-3.969218, 1.124582, 1.296228], [-4.874481, 1.822429, 2.311957], [-4.514728, -0.271664, 1.006367], [-2.671867, 0.846979, 1.871506], [-4.858755, 1.827458, -0.527165], [-3.119177, 1.536738, -0.645179], [-3.718524, 2.984468, 0.180077], [-5.876470, 1.937471, 1.893626], [-4.491242, 2.809909, 2.557081], [-4.941716, 1.230049, 3.226369], [-5.571315, -0.221909, 0.739224], [-4.393126, -0.902828, 1.887235], [-3.957075, -0.729718, 0.188858], [2.568359, -6.064296, 1.515067], [1.765238, -5.027410, 1.284620], [1.827670, -4.350296, 0.080391], [2.719375, -4.727404, -0.846848], [0.984850, -3.281874, -0.155632], [1.068741, -2.681701, -1.348339], [0.086211, -2.808153, 0.803094], [-0.999482, -1.480267, 0.504623], [0.064428, -3.505903, 2.015520], [-0.734113, -3.102217, 2.999402], [0.866453, -4.607703, 2.249424], [0.804775, -5.255833, 3.414695]],
  "forces_ev_per_a": [[-1.5, -2.6, -0.8], [-0.1, -0.2, -0.1], [0.2, 0.1, 0.0], [-0.4, -0.1, 0.2], [-0.6, 0.6, 0.3], [0.7, -0.6, 0.5], [0.1, 1.2, 0.1], [0.1, -0.6, 0.0], [0.2, 0.5, -0.2], [0.2, 0.1, -0.1], [-0.1, -0.2, 0.0], [0.1, 0.1, -0.2], [-0.2, 0.2, -0.2], [-0.4, -0.3, 0.6], [0.4, -0.2, -0.2], [0.1, 0.0, 0.0], [-0.2, 0.1, 0.1], [0.1, 0.0, -0.2], [0.2, -0.2, 0.1], [-0.3, 0.3, 0.2], [0.0, 0.1, -0.1], [0.0, 0.1, 0.0], [-0.1, -0.2, 0.0], [0.0, 0.1, 0.0], [0.0, 0.0, 0.0], [0.0, 0.0, 0.0], [0.0, -0.1, 0.0], [0.0, 0.0, 0.0], [0.0, 0.0, 0.0], [0.0, 0.0, 0.0], [0.0, 0.0, 0.0], [0.0, 0.0, 0.0], [0.0, 0.0, 0.0], [0.1, 0.1, 0.0], [0.1, -0.1, 0.0], [-0.1, 0.0, 0.0], [0.0, 0.1, 0.0], [0.0, 0.0, 0.0], [0.5, 0.3, 0.6], [0.1, 0.4, -0.9], [0.2, 0.1, 0.1], [0.1, 0.0, 0.0], [0.0, 0.0, 0.0], [0.2, 0.0, 0.2], [-0.2, -0.3, -0.3], [0.0, 0.0, 0.0], [0.0, 0.0, 0.0], [0.0, 0.0, 0.0], [0.0, 0.0, 0.0], [0.0, 0.0, 0.0], [0.0, 0.1, 0.1], [-0.1, 0.0, 0.0], [0.0, 0.0, 0.0], [0.0, 0.0, 0.0], [0.0, 0.0, 0.0], [0.5, 1.0, -0.1], [0.2, 0.0, 0.1], [-0.2, 0.0, 0.0], [0.1, 0.0, 0.0], [0.2, 0.0, 0.0], [0.0, -0.1, 0.1], [0.0, 0.0, 0.1], [0.0, 0.0, -0.1], [0.0, 0.0, 0.0], [0.0, 0.0, 0.0], [-0.1, 0.0, 0.0], [0.0, 0.0, 0.0], [0.0, 0.0, 0.0], [-0.1, 0.0, 0.0], [0.0, 0.0, 0.0], [0.0, -0.1, 0.0], [-0.1, 0.1, 0.0], [0.0, 0.0, 0.0], [0.0, 0.0, 0.0], [-0.2, -0.1, 0.2], [0.0, 0.0, 0.0], [0.2, -0.2, -0.1], [0.0, 0.9, 0.0], [0.0, 0.1, -0.2], [0.0, -0.1, 0.1], [0.0, -0.1, 0.0], [0.0, 0.0, 0.0]],
  "lowdin_charge": [0.36, 0.15, -0.10, 0.09, -0.25, 0.14, -0.10, 0.04, -0.46, -0.05, -0.10, -0.12, -0.17, 0.01, -0.09, 0.00, -0.06, -0.06, -0.01, -0.18, 0.16, 0.15, 0.15, 0.11, 0.10, 0.09, 0.11, 0.12, 0.11, 0.11, 0.12, -0.10, -0.09, -0.04, -0.22, -0.05, -0.08, -0.09, -0.19, -0.26, -0.03, -0.07, -0.09, -0.06, -0.09, 0.10, 0.10, 0.11, 0.11, 0.10, 0.06, 0.12, 0.10, 0.10, 0.11, 0.09, -0.01, -0.58, -0.03, -0.04, -0.09, 0.09, 0.08, 0.08, 0.09, 0.06, 0.09, 0.09, 0.09, 0.06, 0.13, -0.15, -0.16, 0.11, -0.25, 0.09, -0.48, 0.90, -0.25, 0.10, -0.15, 0.12],
  "orbital_gap_ev": [6.07, 6.16],
  "e_above_lowest_kcal_mol": 43.2
}

---

{
  "formula": "C25H46Cl2N7OS",
  "method": "ωB97M-V/def2-TZVPD",
  "elements": ["C", "O", "C", "C", "C", "C", "C", "S", "C", "C", "C", "C", "N", "C", "Cl", "C", "C", "Cl", "H", "H", "H", "H", "H", "H", "H", "H", "H", "H", "H", "H", "H", "H", "H", "H", "H", "H", "H", "H", "H", "H", "H", "H", "H", "H", "H", "H", "C", "C", "N", "H", "H", "H", "C", "C", "N", "H", "H", "H", "C", "C", "N", "H", "H", "H", "C", "C", "N", "H", "H", "H", "C", "C", "N", "H", "H", "H", "C", "C", "N", "H", "H", "H"],
  "coordinates": [[6.198613, 0.445377, -0.292312], [4.968830, 0.145919, -1.000362], [4.871981, -1.271109, -1.214260], [3.683621, -1.699243, -2.155459], [2.278379, -0.993305, -1.771118], [1.886641, -1.328956, -0.268467], [0.333413, -1.464813, 0.033718], [-0.779985, -0.670443, -1.200704], [-0.697699, 1.197136, -1.112108], [-0.746228, 1.716976, -2.635705], [-2.161168, 2.381697, -2.940023], [-2.417951, 3.754943, -2.167113], [-1.211317, 4.322030, -1.509726], [-2.585492, -1.029017, -0.796637], [-3.283931, -1.750590, -2.338316], [-2.772426, -2.106500, 0.348440], [-4.327730, -2.533508, 0.325221], [-2.497062, -1.377869, 2.013476], [6.966715, -0.382783, -0.392798], [6.640466, 1.387118, -0.732207], [6.025255, 0.569099, 0.824800], [5.834562, -1.586354, -1.745002], [4.886622, -1.858076, -0.233161], [3.558562, -2.822138, -2.018449], [3.840544, -1.448273, -3.249227], [1.547554, -1.364009, -2.549836], [2.427059, 0.135041, -1.820872], [2.374238, -2.298327, 0.075669], [2.317952, -0.523000, 0.400359], [0.072136, -2.557206, 0.182548], [0.144090, -0.954885, 1.033901], [0.263625, 1.459837, -0.588345], [-1.619948, 1.591736, -0.573897], [-0.594848, 0.835895, -3.340076], [0.105799, 2.428355, -2.854765], [-2.318867, 2.479375, -4.055809], [-2.953246, 1.641443, -2.586767], [-2.800285, 4.520985, -2.913118], [-3.246286, 3.592907, -1.402985], [-1.246454, 4.033888, -0.523046], [-1.199751, 5.343087, -1.566745], [-3.137915, -0.059568, -0.605690], [-2.200454, -3.057643, 0.174094], [-4.687941, -2.833978, 1.359943], [-4.513150, -3.413536, -0.356221], [-4.970346, -1.665013, -0.026075], [-4.530746, 1.776757, 1.443017], [-3.997569, 3.148533, 1.207691], [-3.576509, 4.215494, 1.024306], [-3.734825, 1.132077, 1.817354], [-5.336851, 1.810703, 2.176185], [-4.916770, 1.363099, 0.509665], [-5.777426, -0.657743, -5.491761], [-5.829004, 0.584648, -4.664944], [-5.869023, 1.551517, -4.021888], [-6.571621, -0.639109, -6.238149], [-4.814516, -0.726051, -5.998561], [-5.907672, -1.533212, -4.855043], [0.278840, -1.113556, 5.253664], [1.385575, -0.784498, 4.308612], [2.245472, -0.528388, 3.569276], [0.507321, -2.035802, 5.789345], [0.151989, -0.306399, 5.975557], [-0.650915, -1.244746, 4.698972], [0.900242, -5.580030, 1.299509], [2.002312, -5.206834, 0.366281], [2.870708, -4.924411, -0.369013], [1.156411, -6.499914, 1.825210], [0.747020, -4.783452, 2.028871], [-0.022593, -5.734885, 0.739297], [3.959732, -1.320986, 7.069235], [3.165817, -2.090317, 8.069639], [2.543920, -2.689608, 8.846321], [4.326838, -0.397131, 7.516577], [4.809509, -1.914981, 6.732610], [3.333811, -1.076486, 6.210301], [2.155809, 5.619704, -1.060351], [3.119997, 6.384580, -1.901878], [3.870481, 6.980149, -2.557536], [2.696425, 4.930328, -0.411164], [1.574956, 6.306947, -0.444508], [1.476713, 5.051273, -1.697484]],
  "forces_ev_per_a": [[0.5, 0.2, 0.3], [0.6, -0.9, 0.4], [0.9, -0.8, -0.8], [-1.0, 0.6, 0.7], [1.3, -0.4, 0.3], [0.3, 0.2, -0.3], [0.5, 0.2, 2.4], [-0.3, 0.2, -0.2], [0.0, 0.7, -0.7], [-0.2, -0.1, -0.4], [0.1, -0.6, 0.4], [-0.7, 0.3, -0.4], [-0.5, -0.6, 0.1], [0.0, -0.8, 0.4], [0.6, 0.6, 0.9], [-2.4, -0.2, -0.5], [-0.3, 0.0, 0.3], [0.4, -0.4, -1.2], [-0.9, 0.9, -0.1], [-0.6, -1.0, 0.6], [0.0, 0.0, -1.3], [-1.1, 0.2, 0.6], [-0.4, 0.8, -1.0], [0.2, 1.4, -0.4], [0.3, -0.4, 1.4], [0.5, 0.5, 1.0], [-0.3, -1.4, -0.3], [-0.8, 1.1, -0.6], [-0.6, -0.9, -0.8], [-0.1, 1.3, -0.7], [0.1, -0.7, -1.2], [-1.1, -0.3, -0.4], [1.3, -0.7, -0.3], [-0.2, 1.0, 0.9], [-1.1, -0.7, 0.6], [0.3, 0.0, 1.3], [0.8, 0.8, -0.6], [0.4, -1.0, 0.9], [1.0, 0.3, -1.1], [0.1, 0.7, -0.5], [-0.2, -0.6, 0.2], [0.8, -1.2, -0.1], [0.0, 1.3, 0.4], [0.7, 0.4, -1.3], [0.4, 1.1, 0.6], [0.8, -1.1, 0.5], [0.3, 0.7, -0.1], [0.2, 0.7, -0.1], [-0.5, -1.6, 0.3], [-0.1, 0.1, 0.0], [0.1, 0.0, -0.1], [0.0, 0.1, 0.0], [0.0, 0.7, 0.4], [0.0, 0.6, 0.4], [0.2, -1.5, -0.9], [0.0, 0.0, 0.1], [-0.1, 0.1, 0.0], [0.0, 0.1, 0.0], [0.6, 0.2, -0.4], [0.5, 0.2, -0.5], [-1.3, -0.4, 1.0], [0.0, 0.1, 0.0], [0.1, 0.0, -0.1], [0.1, 0.0, 0.0], [0.6, 0.2, -0.5], [1.4, 0.4, -1.2], [-2.2, -0.6, 1.8], [0.0, 0.1, -0.1], [0.1, 0.0, 0.0], [0.1, 0.0, 0.0], [-0.4, -0.4, 0.5], [-0.4, -0.4, 0.5], [0.9, 0.9, -1.2], [0.0, -0.1, 0.0], [-0.1, 0.0, 0.0], [0.1, 0.0, 0.1], [0.5, 0.4, -0.5], [0.5, 0.4, -0.4], [-1.1, -0.9, 1.0], [0.0, 0.1, -0.1], [0.1, 0.0, -0.1], [0.0, 0.1, 0.0]],
  "lowdin_charge": [-0.11, -0.22, -0.25, -0.15, -0.21, -0.22, -0.35, 1.07, -0.28, -0.23, -0.19, -0.26, -0.02, -0.79, 0.62, -0.72, -0.17, 0.62, 0.09, 0.10, 0.10, 0.13, 0.13, 0.10, 0.12, 0.10, 0.12, 0.10, 0.12, 0.09, 0.07, 0.11, 0.09, 0.10, 0.11, 0.12, 0.09, 0.13, 0.08, 0.05, 0.08, 0.08, 0.11, 0.08, 0.08, 0.08, -0.06, -0.25, 0.14, 0.03, 0.09, 0.07, -0.07, -0.27, 0.12, 0.08, 0.08, 0.07, -0.05, -0.27, 0.13, 0.08, 0.09, 0.05, -0.06, -0.24, 0.14, 0.09, 0.07, 0.08, -0.06, -0.27, 0.12, 0.08, 0.08, 0.04, -0.08, -0.26, 0.12, 0.07, 0.08, 0.05],
  "orbital_gap_ev": 8.97,
  "charge": 1
}

---

no.,total energy (eV),molecular weight (g mol⁻¹)
1,-111453.4855,759.69
2,-75018.0983,563.66